w.
Density functional theory data (ωB97M-V/def2-TZVPD) for one molecule with the formula C4H6N2OS.

Results
Kohn-Sham gap (spin up / spin down)   8.24 / 5.60 eV
Spin multiplicity   1
M   130.17 u

XYZ file:
```
14
C4H6N2OS | the Open Molecules 2025 dataset | ωB97M-V/def2-TZVPD
C -2.120 0.518 0.049
C -0.708 -1.423 0.208
C 0.799 0.348 -0.392
C 2.063 1.182 0.039
N -1.911 -0.757 -0.035
N 0.524 -0.795 0.137
O -0.739 -2.642 0.308
S -3.415 1.457 -0.099
H 0.079 0.900 -0.964
H 1.499 2.135 0.139
H 2.717 1.412 -0.782
H 2.610 0.625 0.831
H -2.650 -1.610 -0.016
H 1.254 -1.351 0.577
```

Results of the Löwdin charge analysis, in e, for atoms 1 through 8: -0.719 -0.507 -0.178 -0.051 -0.002 0.069 0.049 0.648

x.
Density functional theory data (ωB97M-V/def2-TZVPD) for one molecule with the formula C4H6N2OS.

Results
SMILES   C/C=N/N=C\SC=O
Kohn-Sham gap   8.83 eV
Spin multiplicity   1
M   130.17 u

XYZ file:
```
14
C4H6N2OS | the Open Molecules 2025 dataset | ωB97M-V/def2-TZVPD
C -0.596 -2.752 -1.666
C -1.164 -1.307 -1.778
N -0.418 -0.366 -1.164
N -0.825 0.913 -1.301
C -0.413 1.826 -0.488
S 0.768 1.388 0.914
C 0.526 -0.136 1.884
O 1.428 -0.449 2.636
H -0.116 -3.082 -0.558
H 0.110 -2.876 -2.551
H -1.623 -3.326 -1.638
H -1.909 -1.112 -2.502
H -1.082 2.709 -0.509
H -0.510 -0.547 1.591
```

Results of the Löwdin charge analysis, in e, for atoms 1 through 8: -0.108 -0.141 -0.044 -0.114 -0.385 0.850 -0.581 -0.035

y.
Density functional theory data (ωB97M-V/def2-TZVPD) for one molecule with the formula C4H6N2OS.

Results
SMILES   O[C@@H]1CN=CNC1=S
Kohn-Sham gap   8.80 eV
Spin multiplicity   1
M   130.17 u

XYZ file:
```
14
C4H6N2OS | the Open Molecules 2025 dataset | ωB97M-V/def2-TZVPD
O 1.202 1.912 -0.001
C 0.448 0.812 -0.311
C -0.887 0.870 0.356
N -1.787 -0.125 0.167
C -1.295 -1.313 0.026
N 0.154 -1.604 -0.210
C 1.142 -0.572 -0.183
S 2.755 -0.686 0.258
H 2.071 1.730 -0.487
H 0.171 0.932 -1.362
H -1.329 1.864 0.165
H -1.065 0.935 1.527
H -1.983 -2.226 0.062
H 0.403 -2.529 -0.005
```

Results of the Löwdin charge analysis, in e, for atoms 1 through 8: -0.047 -0.454 -0.255 0.017 -0.117 0.050 -0.676 0.679

z.
Density functional theory data (ωB97M-V/def2-TZVPD) for one molecule with the formula C4H6N2OS.

Results
SMILES   CC(=S)/N=C/NC=O
Kohn-Sham gap   8.35 eV
Spin multiplicity   1
M   130.17 u

XYZ file:
```
14
C4H6N2OS | the Open Molecules 2025 dataset | ωB97M-V/def2-TZVPD
C 2.636 1.435 0.239
C 1.710 0.294 -0.040
S 2.179 -1.278 -0.083
N 0.419 0.719 -0.298
C -0.577 0.033 0.114
N -1.863 0.358 -0.212
C -2.976 -0.314 0.257
O -4.104 -0.019 -0.041
H 2.242 2.045 1.071
H 3.651 1.090 0.499
H 2.692 2.058 -0.632
H -0.487 -0.839 0.766
H -2.029 1.134 -0.832
H -2.751 -1.117 0.934
```

Results of the Löwdin charge analysis, in e, for atoms 1 through 8: -0.123 -0.885 0.682 0.040 -0.203 0.098 -0.312 0.064

The most stable arrangement is z, and the next structure is 148.7 kJ/mol less stable.

w.
Density functional theory data (ωB97M-V/def2-TZVPD) for C3H3BrO2 as an isolated structure.

Results
Kohn-Sham gap   8.48 eV
Spin multiplicity   1
M   150.96 u

XYZ file:
```
9
C3H3BrO2 | the Open Molecules 2025 dataset | ωB97M-V/def2-TZVPD
C 0.244 -0.007 -0.359
C 0.433 -0.111 0.917
C 2.938 -0.788 1.526
O 3.116 -1.638 0.758
O 1.439 0.319 1.618
Br 4.077 0.027 2.738
H -0.710 -0.141 -0.846
H 0.869 0.677 -0.857
H -0.458 -0.550 1.560
```

Results of the Löwdin charge analysis, in e, for atoms 1 through 8: 0.016 -0.408 -0.705 0.117 -0.141 0.863 0.061 0.053

x.
Density functional theory data (ωB97M-V/def2-TZVPD) for one molecule with the formula C3H3BrO2.

Results
SMILES   O=C[C@@]1(Br)CO1
Kohn-Sham gap   10.41 eV
Spin multiplicity   1
M   150.96 u

XYZ file:
```
9
C3H3BrO2 | the Open Molecules 2025 dataset | ωB97M-V/def2-TZVPD
O 1.017 2.094 0.381
C 0.170 1.423 -0.155
C 0.336 -0.055 -0.064
Br 2.188 -0.641 0.204
C -0.738 -1.037 0.225
O -0.214 -0.870 -1.062
H -0.792 1.676 -0.678
H -0.293 -1.970 0.639
H -1.675 -0.619 0.510
```

Results of the Löwdin charge analysis, in e, for atoms 1 through 8: 0.043 -0.234 -0.768 0.770 -0.119 -0.080 0.153 0.123

y.
Density functional theory data (ωB97M-V/def2-TZVPD) for one molecule with the formula C3H3BrO2.

Results
SMILES   O=C[C@@]1(Br)CO1
Kohn-Sham gap   10.47 eV
Spin multiplicity   1
M   150.96 u

XYZ file:
```
9
C3H3BrO2 | the Open Molecules 2025 dataset | ωB97M-V/def2-TZVPD
O 1.927 2.442 0.157
C 1.110 1.634 -0.293
C 1.213 0.124 -0.315
Br 3.030 -0.334 0.018
C 0.195 -0.917 0.050
O 0.501 -0.546 -1.339
H 0.420 1.959 -0.977
H 0.584 -1.770 0.504
H -0.855 -0.662 0.210
```

Results of the Löwdin charge analysis, in e, for atoms 1 through 8: 0.026 -0.221 -0.809 0.827 -0.071 -0.054 0.100 0.079

The most stable arrangement is x, and the next structure is 15.2 kJ/mol less stable.

w.
Density functional theory data (ωB97M-V/def2-TZVPD) for one molecule with the formula C10H11NO.

Results
SMILES   Cc1ccc2c(c1)C(=O)CCN2
Kohn-Sham gap   8.16 eV
Spin multiplicity   1
M   161.20 u

XYZ file:
```
23
C10H11NO | the Open Molecules 2025 dataset | ωB97M-V/def2-TZVPD
C -3.513 1.122 0.237
C -2.030 0.804 0.311
C -1.165 1.627 1.039
C 0.267 1.481 1.091
C 0.824 0.464 0.387
C -0.012 -0.384 -0.411
C -1.414 -0.209 -0.446
C 0.588 -1.579 -1.155
O 0.029 -2.117 -2.064
C 1.902 -2.087 -0.637
C 2.835 -0.888 -0.265
N 2.111 0.373 0.306
H -3.528 2.239 0.022
H -4.063 0.549 -0.425
H -4.019 0.874 1.283
H -1.599 2.469 1.477
H 0.863 2.194 1.465
H -1.920 -0.738 -1.266
H 2.369 -2.795 -1.298
H 1.713 -2.590 0.301
H 3.751 -1.197 0.368
H 3.347 -0.554 -1.194
H 2.664 0.942 0.873
```

Results of the Löwdin charge analysis, in e, for atoms 1 through 8: -0.061 -0.290 -0.015 0.001 -0.314 -0.054 0.028 -0.372

x.
Density functional theory data (ωB97M-V/def2-TZVPD) for one molecule with the formula C10H11NO.

Results
Kohn-Sham gap (spin up / spin down)   8.77 / 8.77 eV
Spin multiplicity   1
M   161.20 u

XYZ file:
```
23
C10H11NO | the Open Molecules 2025 dataset | ωB97M-V/def2-TZVPD
C 0.749 -2.140 2.351
C 0.903 -2.414 0.940
C 0.160 -0.963 2.833
C 0.143 -0.154 0.590
C 0.690 -1.351 0.096
C -0.250 0.062 1.887
C 0.452 -0.468 -2.032
C -0.196 0.821 -1.582
C -1.690 0.871 -1.656
C 0.678 2.070 -1.585
N 0.785 -1.461 -1.333
O -0.891 1.215 2.245
H 0.920 -2.861 3.040
H 1.226 -3.275 0.520
H -0.045 -0.676 3.831
H 0.571 -0.798 -3.065
H -1.943 1.107 -2.659
H -2.208 1.623 -0.990
H -1.990 -0.113 -1.560
H 1.472 2.207 -2.312
H 1.083 2.202 -0.688
H 0.019 2.912 -1.917
H -0.640 1.585 3.047
```

Results of the Löwdin charge analysis, in e, for atoms 1 through 8: -0.051 -0.006 -0.006 0.122 -0.275 -0.306 -0.158 -0.211

The most stable arrangement is w, and the next structure is 358.9 kJ/mol less stable.

w.
Density functional theory data (ωB97M-V/def2-TZVPD) for CH2N2O2 as an isolated structure.

Results
Kohn-Sham gap   8.99 eV
Spin multiplicity   1
M   74.04 u

XYZ file:
```
7
CH2N2O2 | the Open Molecules 2025 dataset | ωB97M-V/def2-TZVPD
C -1.887 -0.139 -0.027
N -0.945 -0.954 0.223
N -0.122 0.086 0.849
O -2.793 0.617 -0.116
O 0.719 0.776 -0.042
H -0.644 -1.780 -0.177
H 0.228 1.694 0.084
```

Calculated atomic charges, method Löwdin, unit e: -0.226 0.053 -0.110 0.174 -0.147 0.120 0.137

x.
Density functional theory data (ωB97M-V/def2-TZVPD) for one molecule with the formula CH2N2O2.

Results
SMILES   [H]/N=N/C(=O)O
Kohn-Sham gap   9.89 eV
Spin multiplicity   1
M   74.04 u

XYZ file:
```
7
CH2N2O2 | the Open Molecules 2025 dataset | ωB97M-V/def2-TZVPD
H 0.516 -0.840 -2.260
N 0.010 -0.394 -1.327
N 0.878 -0.352 -0.443
C 0.244 0.388 0.884
O 1.024 0.980 1.472
O -1.126 0.230 1.216
H -1.546 -0.012 0.458
```

Calculated atomic charges, method Löwdin, unit e: 0.126 0.012 0.026 -0.463 0.173 0.109 0.017

y.
Density functional theory data (ωB97M-V/def2-TZVPD) for CH2N2O2 as an isolated structure.

Results
Kohn-Sham gap (spin up / spin down)   9.28 / 9.93 eV
Spin multiplicity   1
M   74.04 u

XYZ file:
```
7
CH2N2O2 | the Open Molecules 2025 dataset | ωB97M-V/def2-TZVPD
C -2.297 -0.141 0.543
N 2.337 0.121 -0.099
N 0.243 0.526 -0.662
O -3.187 -0.378 -0.146
O 1.020 -0.044 0.117
H -0.974 0.188 -0.412
H 2.859 -0.272 0.660
```

Calculated atomic charges, method Löwdin, unit e: 0.028 0.073 0.017 0.068 -0.269 0.054 0.029

z.
Density functional theory data (ωB97M-V/def2-TZVPD) for one molecule with the formula CH2N2O2.

Results
Kohn-Sham gap (spin up / spin down)   8.41 / 8.41 eV
Spin multiplicity   1
M   74.04 u

XYZ file:
```
7
CH2N2O2 | the Open Molecules 2025 dataset | ωB97M-V/def2-TZVPD
C -0.304 -0.866 0.180
N 0.821 -0.825 -0.394
N -0.124 1.415 0.299
O -0.624 0.289 0.842
O 1.373 0.233 -0.652
H -0.658 -1.853 0.429
H -0.484 1.606 -0.704
```

Calculated atomic charges, method Löwdin, unit e: -0.187 -0.064 0.123 -0.108 -0.006 0.129 0.112

The most stable arrangement is x, and the next structure is 290.2 kJ/mol less stable.

w.
Density functional theory data (ωB97M-V/def2-TZVPD) for one molecule with the formula CH2N2O2.

Results
SMILES   O=c1[nH]o[nH]1
Kohn-Sham gap   10.28 eV
Spin multiplicity   1
M   74.04 u

XYZ file:
```
7
CH2N2O2 | the Open Molecules 2025 dataset | ωB97M-V/def2-TZVPD
O 0.036 1.855 -0.483
C 0.029 0.731 -0.097
N 0.957 -0.293 -0.299
O 0.119 -1.223 0.384
N -0.834 -0.179 0.474
H 1.371 -0.698 -1.092
H -1.679 -0.192 1.113
```

Calculated atomic charges, method Löwdin, unit e: 0.102 -0.558 0.115 -0.064 0.090 0.127 0.187

x.
Density functional theory data (ωB97M-V/def2-TZVPD) for one molecule with the formula CH2N2O2.

Results
SMILES   O=N/C=N\O
Kohn-Sham gap (spin up / spin down)   7.37 / 7.35 eV
Spin multiplicity   1
M   74.04 u

XYZ file:
```
7
CH2N2O2 | the Open Molecules 2025 dataset | ωB97M-V/def2-TZVPD
O 0.118 -1.232 0.997
N -0.602 -0.202 1.137
C -0.441 0.737 0.241
N 0.679 0.638 -0.526
O 0.841 -0.431 -1.276
H -0.932 1.694 0.311
H 0.337 -1.203 -0.885
```

Calculated atomic charges, method Löwdin, unit e: -0.103 -0.028 -0.201 0.055 0.040 0.111 0.125

The most stable arrangement is w, and the next structure is 214.9 kJ/mol less stable.

w.
Density functional theory data (ωB97M-V/def2-TZVPD) for a 2-piece molecular cluster, C4H11NOS overall.

Results
Expectation value of S²   0.7533
Kohn-Sham gap (spin up / spin down)   7.15 / 2.03 eV
Spin multiplicity   2
M   121.20 u
Total charge   +1

XYZ file:
```
18
C4H11NOS | the Open Molecules 2025 dataset | ωB97M-V/def2-TZVPD
C 0.698 1.501 -1.141
C 0.027 0.584 -2.166
S -0.315 1.494 -3.669
N 0.982 0.677 0.015
H 1.554 2.037 -1.580
H -0.003 2.276 -0.834
H 0.711 -0.216 -2.490
H -0.876 0.102 -1.794
H -1.494 0.909 -3.976
H 1.709 0.004 -0.217
H 1.350 1.223 0.783
C -1.094 -0.608 2.257
C -0.413 -1.740 2.276
O -0.451 -2.578 3.340
H -0.850 0.146 1.531
H -1.711 -0.333 3.101
H 0.266 -2.040 1.479
H -0.089 -3.439 3.085
```

Results of the Löwdin charge analysis, in e, for atoms 1 through 8: -0.342 -0.461 1.168 0.023 0.120 0.123 0.117 0.107

x.
Density functional theory data (ωB97M-V/def2-TZVPD) for an isolated ion of composition C4H11NOS and charge +1.

Results
Expectation value of S²   0.7543
Kohn-Sham gap (spin up / spin down)   10.68 / 5.39 eV
Spin multiplicity   2
M   121.20 u
Total charge   +1

XYZ file:
```
18
C4H11NOS | the Open Molecules 2025 dataset | ωB97M-V/def2-TZVPD
C 0.999 0.060 -0.116
N 0.088 0.032 0.997
C 0.391 0.933 2.128
O -0.623 0.954 3.033
C 0.607 -1.006 -1.212
C -0.524 -0.510 -2.088
S -2.112 -0.560 -1.149
H 0.908 1.028 -0.634
H 1.997 -0.144 0.250
H -0.895 0.166 0.663
H 0.446 1.932 1.678
H 1.323 0.583 2.602
H -0.685 0.190 3.618
H 0.480 -1.913 -0.633
H 1.529 -1.121 -1.773
H -0.662 -1.167 -2.925
H -0.399 0.526 -2.348
H -2.868 0.017 -2.091
```

Results of the Löwdin charge analysis, in e, for atoms 1 through 8: -0.157 0.164 -0.222 0.025 -0.220 -0.488 0.779 0.161

The most stable arrangement is x, and the next structure is 128.7 kJ/mol less stable.